1.
C23H33O22Pd as an isolated structure, computed with wB97M-V/def2-TZVPD.

## Properties
Spin multiplicity: 3
Energy relative to the best compared isomer or geometry (same formula, charge and spin) in kJ/mol: 0.00
<S²>: 2.007
Charge: +1
Energy in hartree: -2679.07514
Orbital gap (spin up / spin down) in eV: 7.99 / 6.27

Each line ends with the Mulliken charge.
Atoms and positions in Å:
Pd: -2.53 -3.04 -1.35  0.79
C: 0.35 -0.45 -0.10  -0.48
C: -1.11 -0.04 -0.28  0.53
O: -1.93 -1.02 -0.80  -0.29
H: 0.39 -1.43 0.40  0.41
H: 0.86 0.31 0.48  -0.10
H: 0.79 -0.62 -1.09  0.15
H: -1.17 0.81 -0.98  -0.06
H: -1.57 0.28 0.66  -0.16
C: -5.05 2.78 -1.30  -0.33
C: -3.59 3.08 -1.60  -0.40
O: -3.04 3.34 -0.32  -0.18
C: -4.08 3.74 0.51  0.60
O: -3.91 4.22 1.57  -0.53
O: -5.26 3.46 -0.07  -0.31
H: -5.30 1.73 -1.12  0.14
H: -5.68 3.13 -2.12  0.35
H: -3.54 3.99 -2.21  0.35
H: -3.11 2.26 -2.12  0.33
C: 0.20 3.45 -0.99  0.15
C: 1.17 4.61 -1.30  -0.41
O: 1.92 4.74 -0.11  -0.37
C: 1.57 3.82 0.80  0.27
O: 1.97 3.80 1.92  -0.50
O: 0.62 2.98 0.29  0.18
H: 0.23 2.65 -1.73  0.33
H: -0.83 3.80 -0.95  -0.18
H: 0.60 5.51 -1.47  0.35
H: 1.80 4.31 -2.14  0.28
C: 0.52 1.57 4.15  -0.50
C: -0.40 0.40 3.79  0.47
O: 0.53 -0.69 3.73  -0.38
C: 1.76 -0.19 3.45  0.68
O: 2.72 -0.82 3.16  -0.48
O: 1.73 1.15 3.53  -0.29
H: 0.60 1.74 5.22  0.27
H: 0.20 2.49 3.66  0.31
H: -0.81 0.60 2.80  -0.41
H: -1.15 0.13 4.52  0.40
C: 0.88 -3.98 -5.23  -0.40
C: 2.10 -3.54 -4.38  -0.27
O: 1.50 -3.16 -3.14  -0.14
C: 0.22 -3.42 -3.14  0.55
O: -0.48 -3.25 -2.17  -0.46
O: -0.21 -3.93 -4.28  -0.39
H: 1.00 -4.97 -5.65  0.30
H: 0.65 -3.23 -5.97  0.30
H: 2.51 -2.68 -4.91  0.25
H: 2.88 -4.28 -4.22  0.34
C: 2.80 -3.62 -0.14  0.21
C: 3.59 -3.23 1.14  0.88
O: 4.71 -4.13 1.15  -0.40
C: 4.68 -4.92 0.06  0.50
O: 5.54 -5.64 -0.29  -0.52
O: 3.50 -4.77 -0.60  -0.42
H: 2.94 -2.82 -0.86  -0.03
H: 1.77 -3.82 0.11  0.21
H: 3.05 -3.40 2.06  0.30
H: 3.98 -2.23 1.07  -0.64
C: -4.51 -0.16 2.47  0.17
C: -5.45 -1.34 2.21  -0.28
O: -6.55 -0.76 1.51  -0.37
C: -6.34 0.56 1.31  0.58
O: -7.06 1.29 0.72  -0.47
O: -5.11 0.92 1.78  -0.20
H: -3.50 -0.33 2.12  -0.13
H: -4.53 0.03 3.54  0.24
H: -5.75 -1.87 3.11  0.31
H: -5.02 -2.02 1.46  0.16
C: 3.70 1.39 0.43  0.55
C: 4.59 0.14 0.47  -0.66
O: 4.10 -0.62 -0.63  -0.30
C: 3.53 0.23 -1.53  0.58
O: 3.28 -0.05 -2.65  -0.55
O: 3.26 1.41 -0.93  -0.31
H: 4.26 2.30 0.61  0.52
H: 2.90 1.34 1.17  -0.49
H: 4.47 -0.32 1.45  0.36
H: 5.65 0.34 0.32  0.17



2.
An isolated molecule of C20H16N2O5, computed with wB97M-V/def2-TZVPD.

## Properties
Spin multiplicity: 1
Energy relative to the best compared isomer or geometry (same formula, charge and spin) in kJ/mol: 14.71
Charge: 0
Energy in hartree: -1257.46161
Orbital gap in eV: 8.75

Each line ends with the Mulliken charge.
Atoms and positions in Å:
O: 2.26 3.96 -0.96  -0.66
C: 1.90 2.88 -0.54  -0.10
N: 0.59 2.65 -0.26  -0.06
C: -0.02 1.61 0.44  0.03
C: 0.62 0.93 1.47  -0.26
C: -0.04 -0.09 2.13  -0.93
C: -1.34 -0.41 1.81  -0.78
C: -2.01 0.29 0.80  0.50
N: -3.33 -0.06 0.52  -0.03
C: -4.19 0.50 -0.38  0.70
O: -3.93 1.43 -1.11  -0.67
C: -5.53 -0.14 -0.37  0.07
C: -6.07 -1.18 0.35  -0.21
C: -7.40 -1.32 -0.11  -0.62
C: -7.56 -0.36 -1.07  -0.40
O: -6.45 0.34 -1.23  -0.29
C: -1.34 1.30 0.12  -0.34
C: 2.84 1.74 -0.38  0.07
C: 4.11 1.97 0.16  -0.55
C: 5.01 0.93 0.29  -0.69
C: 4.68 -0.35 -0.14  0.50
C: 3.43 -0.57 -0.76  0.54
C: 2.52 0.47 -0.86  -0.17
O: 3.09 -1.79 -1.27  -0.46
C: 4.19 -2.66 -1.43  -0.47
C: 5.05 -2.64 -0.17  -0.45
O: 5.59 -1.35 0.03  -0.46
H: -0.04 3.38 -0.60  0.26
H: 1.63 1.20 1.75  0.53
H: 0.46 -0.62 2.93  0.41
H: -1.85 -1.21 2.34  0.36
H: -3.68 -0.83 1.08  0.02
H: -5.61 -1.78 1.11  0.37
H: -8.13 -2.03 0.23  0.45
H: -8.40 -0.10 -1.68  0.47
H: -1.85 1.84 -0.66  0.70
H: 4.36 2.96 0.49  0.44
H: 5.98 1.08 0.74  0.45
H: 1.57 0.27 -1.33  0.48
H: 3.77 -3.65 -1.61  0.35
H: 4.79 -2.35 -2.29  0.29
H: 5.90 -3.32 -0.26  0.35
H: 4.44 -2.93 0.69  0.28



3.
An isolated molecule of C3H9ClNP, computed with wB97M-V/def2-TZVPD.

## Properties
Spin multiplicity: 1
Energy relative to the best compared isomer or geometry (same formula, charge and spin) in kJ/mol: 165.27
Charge: 0
Energy in hartree: -975.98785
Orbital gap in eV: 9.93

Each line ends with the Mulliken charge.
Atoms and positions in Å:
C: -1.20 0.72 0.08  -1.78
C: -0.22 -0.48 -0.16  0.51
C: -0.49 -1.88 0.52  -1.10
P: 1.52 0.14 0.38  0.16
N: 1.37 1.90 -0.48  -0.63
Cl: 2.55 -0.59 -1.14  -0.20
H: -2.29 0.48 -0.05  0.36
H: -0.97 1.01 1.05  0.52
H: -1.03 1.51 -0.66  0.37
H: -0.30 -0.67 -1.29  0.34
H: -1.37 -1.92 1.12  0.33
H: 0.35 -2.31 1.05  0.36
H: -0.72 -2.65 -0.26  0.27
H: 2.19 2.50 -0.15  0.26
H: 0.62 2.26 0.00  0.24



4.
C3H7N3 as an isolated structure, computed with wB97M-V/def2-TZVPD.

## Properties
Spin multiplicity: 1
Energy relative to the best compared isomer or geometry (same formula, charge and spin) in kJ/mol: 347.22
Charge: 0
Energy in hartree: -282.64200
Orbital gap in eV: 9.47

Each line ends with the Mulliken charge.
Atoms and positions in Å:
N: -1.71 0.61 0.38  -0.60
C: -0.52 0.24 -0.36  -0.57
C: 0.58 -0.44 0.49  -0.04
N: 1.21 -1.55 -0.15  -0.62
C: 0.89 0.85 0.00  0.46
N: 1.41 1.94 -0.36  -0.69
H: -2.23 1.39 -0.03  0.23
H: -2.35 -0.17 0.45  0.21
H: 0.46 1.93 -0.84  0.42
H: -0.64 -0.23 -1.35  0.39
H: 0.28 -0.45 1.53  0.32
H: 0.56 -2.33 -0.11  0.25
H: 2.06 -1.80 0.34  0.24



5.
An isolated molecule of C20H27N5O7S, computed with wB97M-V/def2-TZVPD.

## Properties
Spin multiplicity: 1
Energy relative to the best compared isomer or geometry (same formula, charge and spin) in kJ/mol: 74.83
Charge: 0
Energy in hartree: -1977.06271
Orbital gap in eV: 8.84

Each line ends with the Mulliken charge.
Atoms and positions in Å:
C: 1.42 -7.99 0.53  -1.12
C: 0.17 -7.55 1.28  -0.30
O: -0.14 -6.18 1.03  -0.38
C: 0.55 -5.28 1.77  0.78
O: 1.38 -5.58 2.60  -0.66
N: 0.17 -4.01 1.51  0.07
C: -0.67 -3.61 0.40  -0.90
C: 0.19 -3.00 -0.71  -0.57
N: 0.99 -1.92 -0.18  0.01
C: 0.88 -0.62 -0.47  0.91
O: 1.53 0.25 0.09  -0.69
C: -0.03 -0.23 -1.64  -1.41
N: -1.43 -0.40 -1.33  0.35
C: -2.32 -0.09 -2.43  -1.13
S: -1.88 0.22 0.17  1.27
O: -3.31 0.32 0.17  -0.82
O: -1.28 -0.63 1.17  -0.66
C: -1.14 1.84 0.31  0.38
C: -0.20 2.08 1.30  -1.00
C: 0.42 3.31 1.38  -0.72
C: 0.13 4.31 0.45  0.64
C: -0.83 4.05 -0.55  -0.05
C: -1.47 2.82 -0.61  -0.40
C: -1.14 5.07 -1.55  0.54
O: -1.92 4.91 -2.47  -0.66
N: -0.47 6.27 -1.40  -0.03
C: -0.76 7.31 -2.37  -1.14
C: 0.47 6.55 -0.42  0.79
O: 1.02 7.63 -0.36  -0.67
N: 0.75 5.54 0.48  -0.14
C: 1.75 5.83 1.49  -1.33
C: 1.81 -2.32 0.95  -0.88
C: 0.92 -2.90 2.05  -0.85
H: 1.31 -7.80 -0.53  0.28
H: 2.28 -7.43 0.91  0.31
H: 1.59 -9.05 0.69  0.39
H: -0.71 -8.10 0.93  0.32
H: 0.30 -7.69 2.36  0.33
H: -1.22 -4.48 0.03  0.48
H: -1.37 -2.85 0.76  0.27
H: -0.46 -2.64 -1.51  0.33
H: 0.87 -3.77 -1.11  0.47
H: 0.21 -0.84 -2.52  0.68
H: 0.21 0.82 -1.88  0.42
H: -3.32 -0.02 -2.02  0.37
H: -2.28 -0.90 -3.16  0.31
H: -2.05 0.85 -2.93  0.40
H: 0.03 1.29 1.99  0.49
H: 1.15 3.47 2.16  0.45
H: -2.21 2.66 -1.37  0.65
H: -0.35 7.04 -3.34  0.31
H: -0.33 8.24 -2.02  0.38
H: -1.84 7.40 -2.47  0.33
H: 1.31 5.77 2.49  0.37
H: 2.11 6.84 1.31  0.37
H: 2.58 5.13 1.41  0.39
H: 2.34 -1.44 1.30  0.49
H: 2.53 -3.08 0.62  0.35
H: 1.52 -3.27 2.88  0.51
H: 0.22 -2.14 2.39  0.29